The ion C9H12Br2NO with charge +1. Source: the Open Molecules 2025 dataset; level of theory: wB97M-V/def2-TZVPD.

Results
energy above the lowest of the compared OMol25 structures with the same formula, charge and spin	11.5	kcal per mole
charge	+1

Element x y z (Å)
C  -1.3962  -1.5611  -1.5536
N  -1.0447  -1.0437  -0.2490
C  -1.9840  -1.3103  0.8600
C  -0.8642  0.3689  -0.5155
Br  -2.4142  1.3459  -1.0428
C  0.2740  1.0188  -0.0728
C  0.4504  2.3948  -0.4001
C  1.3939  3.0512  0.3064
C  2.2651  2.4468  1.2969
C  2.2821  1.1152  1.3175
C  1.4548  0.3188  0.4595
O  1.3155  -0.9768  0.8538
Br  2.8738  0.3007  -1.3911
H  -2.4340  -1.1736  -1.7877
H  -0.5843  -1.2066  -2.2899
H  -1.4232  -2.7112  -1.6268
H  -0.0395  -1.2681  0.1081
H  -2.3974  -2.3526  0.9755
H  -1.4948  -1.0359  1.7158
H  -2.7589  -0.5176  0.6651
H  -0.2896  2.9866  -1.0236
H  1.6421  4.0611  0.1404
H  2.9873  3.0584  1.8965
H  2.9822  0.6606  2.0257
H  2.1501  -1.5359  0.8172

Cartesian forces (eV/Å) of the 2 atoms listed first:
-0.2 -2.3 -2.6
1.8 -0.1 0.3



A structure of composition C38H44FeOP2. Source: the Open Molecules 2025 dataset; level of theory: wB97M-V/def2-TZVPD.

Results
spin multiplicity	5
⟨S²⟩	6.034
energy above the lowest of the compared OMol25 structures with the same formula, charge and spin	0.0	kcal per mole

Element x y z (Å)
Fe  1.1207  0.7398  1.9943
C  -1.7694  -2.4199  -4.1059
C  -0.8692  -1.4688  -4.3722
C  -1.0964  -0.1767  -5.1032
C  -2.5383  0.3798  -5.0811
C  -3.1415  0.5846  -3.7178
C  -3.8158  -0.3156  -2.9930
C  -4.1451  -1.7312  -3.3628
C  -3.2400  -2.4019  -4.4230
C  0.6229  1.7071  3.7757
H  -1.4171  -3.3728  -3.6840
H  0.1860  -1.6693  -4.1478
H  -0.8160  -0.2955  -6.1655
H  -0.4079  0.5823  -4.6987
H  -2.5149  1.3589  -5.5901
H  -3.1696  -0.2609  -5.7058
H  -3.0864  1.6215  -3.3534
H  -4.2927  0.0101  -2.0604
H  -5.1809  -1.7837  -3.7435
H  -4.1387  -2.3416  -2.4459
H  -3.5755  -3.4492  -4.5118
H  -3.4389  -1.9447  -5.3978
H  0.5386  0.9294  4.5568
H  -0.1904  2.4435  3.8806
H  1.6026  2.2152  3.8988
P  1.6474  -0.1742  0.0090
P  -0.7563  1.5858  1.1247
C  0.3288  0.3694  -1.0785
C  -0.6310  1.2081  -0.6272
C  3.2403  0.2588  -0.7638
C  3.3047  0.3553  -2.1653
C  4.5180  0.6659  -2.7879
C  5.6567  0.9057  -2.0104
C  5.5925  0.8265  -0.6127
C  4.3853  0.5025  0.0098
C  1.5885  -2.0015  0.0685
C  0.5741  -2.6278  0.8120
C  0.5271  -4.0226  0.8808
C  1.4665  -4.7883  0.1813
C  2.4645  -4.1674  -0.5753
C  2.5362  -2.7760  -0.6196
C  -1.0765  3.3708  1.2662
C  -0.0004  4.2486  1.0616
C  -0.2011  5.6270  1.1692
C  -1.4746  6.1251  1.4693
C  -2.5458  5.2498  1.6807
C  -2.3457  3.8714  1.5960
C  -2.2262  0.7279  1.7784
C  -2.3149  0.3780  3.1294
C  -3.4715  -0.2420  3.6072
C  -4.5228  -0.5262  2.7245
C  -4.4212  -0.2040  1.3665
C  -3.2639  0.4098  0.8867
H  0.3227  -0.0283  -2.0960
H  -1.3562  1.6843  -1.2905
H  2.4116  0.1799  -2.7615
H  4.5666  0.7145  -3.8776
H  6.5957  1.1679  -2.4986
H  6.4896  1.0094  -0.0158
H  4.3231  0.4264  1.1011
H  -0.1723  -2.0204  1.3345
H  -0.2490  -4.5098  1.4760
H  1.4303  -5.8769  0.2408
H  3.1950  -4.7625  -1.1304
H  3.3295  -2.2871  -1.1889
H  0.9891  3.8469  0.8332
H  0.6371  6.3076  1.0147
H  -1.6297  7.2009  1.5548
H  -3.5397  5.6363  1.9167
H  -3.1688  3.1821  1.7916
H  -1.4806  0.6080  3.7969
H  -3.5596  -0.4930  4.6653
H  -5.4221  -1.0161  3.0962
H  -5.2412  -0.4222  0.6762
H  -3.1579  0.6493  -0.1704
C  3.4640  -2.3481  3.2306
C  2.7138  -1.1098  3.7400
C  3.2326  -0.6773  5.1205
O  2.7857  -0.0695  2.8361
H  4.5399  -2.1296  3.1778
H  3.1024  -2.6295  2.2360
H  3.2980  -3.1969  3.9042
H  1.6571  -1.4255  3.8835
H  4.3057  -0.4536  5.0519
H  2.7071  0.2177  5.4678
H  3.0759  -1.4723  5.8596

Cartesian forces (eV/Å) of the 2 atoms listed first:
2.5 -0.6 4.0
0.4 -0.2 0.0



A cluster of 2 separate species, C8H19NO in total. Source: the Open Molecules 2025 dataset; level of theory: wB97M-V/def2-TZVPD.

Results
energy above the lowest of the compared OMol25 structures with the same formula, charge and spin	88.6	kcal per mole

Element x y z (Å)
C  1.3102  -0.0229  -0.6110
C  -2.2080  0.3158  0.5144
C  0.1350  0.3691  2.4773
C  -1.1700  -0.7466  0.8123
C  0.9871  -0.2261  -2.0889
C  1.9277  1.3519  -0.3945
C  2.2336  -1.1267  -0.1145
C  -3.0876  -0.1250  -0.6555
N  -0.4793  -0.7015  1.9939
O  -1.6127  1.5858  0.2477
H  -1.0083  1.4797  -0.4973
H  -0.1030  -1.5943  2.2948
H  -2.8378  0.5084  1.3937
H  0.8599  0.2390  3.2600
H  -0.1718  1.3420  2.1471
H  0.1618  -0.2649  -0.0557
H  -1.4631  -1.7489  0.5345
H  3.1222  -1.2237  -0.7475
H  0.5172  -1.1954  -2.2610
H  0.3194  0.5510  -2.4657
H  1.8966  -0.1862  -2.6975
H  1.2462  2.1564  -0.6810
H  2.2244  1.4985  0.6409
H  2.8335  1.4765  -1.0018
H  1.7217  -2.0924  -0.1158
H  2.5604  -0.9283  0.9059
H  -2.4719  -0.3562  -1.5267
H  -3.7781  0.6751  -0.9183
H  -3.6652  -1.0101  -0.3896

Cartesian forces (eV/Å) of the 2 atoms listed first:
-1.9 -0.6 0.6
0.5 -0.2 -0.3



A cluster of 7 separate species, C21H38O21 in total. Source: the Open Molecules 2025 dataset; level of theory: wB97M-V/def2-TZVPD.

Results
electronic energy	-2402.5282	Eh
spin multiplicity	2
⟨S²⟩	0.754
charge	+1

Element x y z (Å)
C  4.9039  1.6355  0.0795
C  4.2389  2.9470  0.1264
O  4.9867  3.7183  -0.7109
C  6.2950  3.2500  -0.6102
O  7.2921  3.8097  -1.0388
O  6.2859  2.0012  -0.1462
H  4.6082  0.9684  -0.7303
H  4.8279  1.0950  1.0230
H  4.2817  3.2195  1.1809
H  3.1681  2.8642  -0.0599
C  -2.8279  -1.7964  -1.5788
C  -1.4848  -1.7934  -2.2262
O  -1.9170  -2.4229  -3.4201
C  -3.1603  -2.0537  -3.7164
O  -3.7151  -2.1449  -4.7984
O  -3.6829  -1.5211  -2.6306
H  -2.7672  -1.0757  -0.7634
H  -3.0365  -2.7930  -1.1897
H  -0.6963  -2.3237  -1.6922
H  -1.0205  -0.8463  -2.5009
C  -1.5892  -1.9147  5.0913
O  -0.5369  -2.2037  4.2092
C  0.6285  -1.5547  4.2782
O  0.8840  -0.6692  5.1230
O  1.4568  -1.9752  3.2479
C  2.7339  -1.4148  2.9925
H  -1.2457  -1.9523  6.1251
H  -2.3730  -2.6721  5.0842
H  -1.9439  -0.9020  4.8995
H  3.1396  -1.6339  2.0049
H  3.5880  -1.5759  3.6502
H  2.6889  -0.3258  2.9812
C  4.0705  -2.6136  -2.8435
O  3.8677  -1.2238  -3.1840
C  2.7406  -0.9264  -3.7353
O  1.8154  -1.6641  -4.1573
O  2.7005  0.4308  -3.8930
C  1.8155  1.0484  -4.6537
H  4.7577  -2.8475  -3.6566
H  3.3915  -3.4636  -2.7758
H  4.7184  -2.5238  -1.9716
H  1.8060  0.8159  -5.7186
H  1.8199  2.1264  -4.4926
H  0.8351  0.7297  -4.2996
C  -2.2975  5.9243  0.9761
O  -3.2881  4.9946  0.4508
C  -3.2355  3.7250  0.9075
O  -2.4834  3.2493  1.7376
O  -4.2508  3.1112  0.2080
C  -4.5056  1.7883  0.4883
H  -1.2881  5.9519  0.5657
H  -1.9919  5.6356  1.9817
H  -2.6919  6.9283  1.1323
H  -3.7114  1.1870  0.0457
H  -5.4136  1.3688  0.0550
H  -4.6055  1.7922  1.5737
C  -1.1567  2.2234  -2.7815
O  -1.4117  1.5237  -1.5847
C  -0.5717  1.4802  -0.5984
O  0.5606  2.0229  -0.6478
O  -0.9823  0.7668  0.3635
C  -0.2658  0.6244  1.6057
H  -0.7796  3.2182  -2.5444
H  -2.0293  2.3525  -3.4219
H  -0.4884  1.6350  -3.4102
H  -0.0330  -0.4320  1.7391
H  -0.8601  1.0222  2.4283
H  0.6833  1.1599  1.6301
C  -4.0183  -3.5995  2.3731
O  -2.9400  -2.8898  1.8157
C  -1.7882  -3.6204  1.5127
O  -1.6412  -4.8733  1.5411
O  -0.8440  -2.6528  1.1183
C  0.4744  -2.9868  0.6073
H  -4.7488  -2.8463  2.6682
H  -3.8236  -4.2075  3.2566
H  -4.3884  -4.3149  1.6387
H  0.9813  -2.0247  0.5338
H  0.5359  -3.5692  -0.3120
H  0.9491  -3.4998  1.4438

Cartesian forces (eV/Å) of the 2 atoms listed first:
1.0 -1.8 0.0
-1.6 -1.1 2.0



A cluster of 7 separate species, C32H69B2N2O25PS in total. Source: the Open Molecules 2025 dataset; level of theory: wB97M-V/def2-TZVPD.

Results
electronic energy	-4040.6670	Eh

Element x y z (Å)
C  1.5320  -0.1976  -1.3443
N  1.6175  -0.0963  0.1287
C  1.0481  1.2126  0.5441
B  0.8619  -1.2101  0.6978
O  -0.2229  -1.6644  0.0093
C  1.2000  -1.9718  2.0579
C  0.6324  -1.2980  3.3174
B  -0.9457  -1.0583  3.1917
O  -1.4457  0.1758  3.4889
N  -1.8762  -2.1040  2.7572
C  -2.8753  -1.4701  1.8607
C  -2.6123  -2.6933  3.9041
C  0.8189  -2.2466  4.4836
O  2.2104  -2.4820  4.8100
S  2.9291  -3.3544  3.6809
O  4.2986  -3.3979  4.0253
O  2.2827  -4.6065  3.4956
C  2.6975  -2.3541  2.1927
P  3.9187  -0.9485  2.3283
O  3.1455  0.4985  2.4679
O  4.8275  -1.0042  0.9751
H  1.7013  -1.2115  -1.6845
H  0.5726  0.1364  -1.7291
H  2.2865  0.4256  -1.8162
H  1.8446  1.8361  0.9262
H  0.2944  1.1143  1.3190
H  0.6007  1.7477  -0.2881
H  -0.5436  -2.4866  0.4135
H  0.6429  -2.9087  2.0010
H  1.0831  -0.3272  3.5021
H  -0.7141  0.8036  3.6017
H  -3.5634  -0.8201  2.3957
H  -2.3746  -0.8783  1.1062
H  -3.4578  -2.2297  1.3479
H  -2.2386  -3.6810  4.1498
H  -2.5321  -2.1044  4.8168
H  -3.6596  -2.7716  3.6572
H  0.3558  -3.1946  4.2266
H  0.3627  -1.8543  5.3830
H  2.9588  -2.9836  1.3466
H  3.3230  0.7819  3.3779
H  5.7092  -0.6541  1.1588
C  7.1986  5.8338  1.2631
C  6.8811  4.6884  2.2003
O  5.6612  4.0300  1.8233
C  5.7752  3.1656  0.8161
O  6.7939  2.8808  0.2366
O  4.5682  2.6700  0.5568
C  4.5236  1.7743  -0.5580
H  6.3515  6.5179  1.1979
H  8.0723  6.3816  1.6156
H  7.4026  5.4687  0.2566
H  6.7230  5.0697  3.2069
H  7.6981  3.9742  2.2467
H  5.2602  0.9858  -0.4642
H  4.6770  2.3241  -1.4867
H  3.5366  1.3246  -0.5684
C  -7.4415  -1.7246  -2.3717
C  -6.9598  -0.3812  -2.8759
O  -5.8160  0.0786  -2.1378
C  -4.6555  -0.4681  -2.4923
O  -4.4957  -1.2802  -3.3688
O  -3.7038  0.0244  -1.7029
C  -2.4016  -0.5293  -1.9256
H  -7.6189  -1.6899  -1.2960
H  -8.3650  -2.0136  -2.8734
H  -6.6970  -2.4995  -2.5522
H  -7.7283  0.3748  -2.7266
H  -6.7330  -0.4121  -3.9411
H  -2.1183  -0.4594  -2.9738
H  -2.3735  -1.5642  -1.5940
H  -1.7046  0.0495  -1.3301
C  13.0875  7.3032  3.5734
C  12.7641  6.1380  4.4837
O  11.5435  5.4894  4.0962
C  11.6471  4.6464  3.0685
O  12.6539  4.3767  2.4682
O  10.4319  4.1573  2.8138
C  10.3823  3.2828  1.6801
H  12.2430  7.9914  3.5213
H  13.9606  7.8421  3.9405
H  13.2957  6.9602  2.5607
H  12.5979  6.4904  5.4998
H  13.5791  5.4162  4.5141
H  11.1224  2.4901  1.7550
H  10.5338  3.8522  0.7646
H  9.3915  2.8394  1.6555
C  -5.1385  -2.8669  -5.8612
C  -4.5405  -4.1407  -5.3127
O  -5.3460  -5.2895  -5.6315
C  -5.1969  -5.7694  -6.8631
O  -4.4465  -5.3529  -7.7068
O  -6.0305  -6.8038  -7.0070
C  -6.0216  -7.3875  -8.3109
H  -6.1726  -2.7589  -5.5290
H  -4.5693  -2.0086  -5.5233
H  -5.1448  -2.8731  -6.9519
H  -4.5087  -4.0960  -4.2258
H  -3.5208  -4.2884  -5.6663
H  -5.0106  -7.6432  -8.6190
H  -6.4721  -6.7067  -9.0314
H  -6.6186  -8.2928  -8.2508
C  -9.0289  -7.6896  0.4407
C  -8.3628  -6.7989  1.4672
O  -8.3209  -5.4315  1.0304
C  -9.4531  -4.7474  1.1859
O  -10.4750  -5.1596  1.6686
O  -9.2604  -3.5179  0.7027
C  -10.4206  -2.6839  0.7418
H  -8.5507  -7.5725  -0.5323
H  -8.9631  -8.7342  0.7437
H  -10.0805  -7.4307  0.3242
H  -7.3242  -7.0943  1.6027
H  -8.8546  -6.8680  2.4366
H  -10.8513  -2.6576  1.7397
H  -11.1593  -3.0326  0.0220
H  -10.0949  -1.6851  0.4654
C  2.3606  6.4050  -1.1562
C  1.7758  5.7157  -2.3703
O  0.6241  4.9290  -2.0275
C  -0.5145  5.6050  -1.8812
O  -0.6648  6.7890  -2.0308
O  -1.4659  4.7344  -1.5359
C  -2.7434  5.3256  -1.2843
H  2.5593  5.6759  -0.3690
H  3.2909  6.9104  -1.4146
H  1.6702  7.1443  -0.7517
H  2.4958  5.0116  -2.7833
H  1.5268  6.4287  -3.1551
H  -3.0572  5.9489  -2.1180
H  -2.7123  5.9123  -0.3677
H  -3.4466  4.5068  -1.1630

Cartesian forces (eV/Å) of the 2 atoms listed first:
0.4 0.3 0.0
-1.1 -0.3 -0.8